(1)
3 unconnected molecules or ions with the total composition C25H51Br2N5O11P2 in a non-equilibrium geometry, computed with ωB97M-V with the def2-TZVPD basis set.

XYZ file:
```
96
Properties=species:S:1:pos:R:3:forces:R:3
C -1.77982 2.45053 4.20146 -0.2 0.8 -0.2
C -0.45024 2.96486 3.75224 0.4 0.3 0.7
O 0.42916 3.29687 4.51419 -0.2 -0.4 -0.6
O -0.34770 3.04360 2.40431 0.0 -0.4 0.3
C 0.93834 2.74741 1.86759 0.5 0.1 -0.4
C 1.05855 1.24552 1.55357 -0.4 0.6 0.4
C 1.49973 0.88047 0.13341 0.5 -0.5 1.5
P 3.20426 1.75234 0.04599 0.0 0.7 -0.6
N 4.00448 1.04202 -1.27053 0.1 0.1 0.6
O 4.00266 1.12167 1.34321 -0.2 -0.3 -0.1
C 1.66054 -0.65130 -0.01821 1.3 0.3 -1.1
Br 0.25650 -1.74933 0.91348 -0.2 0.0 -0.1
C 2.95137 -1.26873 0.55148 -0.7 -1.0 0.5
C 3.02363 -2.76384 0.25980 0.8 -0.3 -1.6
O 3.50517 -3.18080 -0.78433 -0.6 0.4 1.3
N 1.69355 -0.80975 -1.46629 -1.3 0.0 0.7
C 1.20170 0.31092 -2.13431 0.3 0.4 -1.1
O 1.20824 0.46179 -3.34353 -0.5 -0.2 1.4
C 0.63145 1.30143 -1.07405 -0.1 -1.0 -0.5
N 0.57516 2.73032 -1.38570 0.6 -0.2 -0.1
C -0.38248 3.19510 -2.41165 0.2 0.7 -0.1
C 1.83301 3.35517 -1.75428 0.4 0.2 0.0
C 2.03096 4.74071 -1.19886 -0.5 0.1 -0.5
O 2.63709 2.87112 -2.51254 -0.5 0.1 0.0
P -1.23077 0.75716 -1.25781 -0.4 0.3 -0.2
O -1.11907 -0.84825 -1.55078 0.2 0.2 0.2
Br -2.25849 0.85805 0.73080 0.0 0.0 -0.1
H -1.94680 2.74442 5.22321 0.0 -0.1 0.4
H -1.85876 1.37689 4.09322 0.2 -0.3 -0.1
H -2.55866 2.90649 3.59940 -0.2 0.0 -0.2
H 1.04996 3.34733 0.98222 -0.2 0.1 -0.3
H 1.73196 3.05123 2.53858 -0.1 0.2 0.4
H 0.10227 0.81426 1.81300 -0.2 -0.2 -0.2
H 1.75656 0.83176 2.27092 0.3 -0.3 0.0
H 4.29554 1.75760 -1.91881 0.1 -0.1 -0.2
H 4.76787 0.43920 -1.00312 0.1 -0.1 -0.2
H 4.46395 1.85171 1.75654 0.1 0.2 0.3
H 3.84172 -0.85571 0.11398 0.0 0.2 -0.1
H 2.93496 -1.17097 1.63141 0.2 0.3 0.2
H 2.67055 -3.47140 1.02159 -0.1 0.0 0.1
H 1.27742 -1.68085 -1.76822 0.5 -0.2 -0.5
H -0.42922 2.56545 -3.29135 -0.1 -0.3 -0.1
H -0.01918 4.15595 -2.76962 0.1 0.2 0.0
H -1.35995 3.41238 -2.00776 -0.3 -0.3 0.2
H 3.08282 4.92243 -1.05508 0.3 0.0 0.1
H 1.44093 4.92583 -0.31483 0.0 0.0 0.3
H 1.67493 5.43536 -1.95657 0.0 0.2 -0.2
H -1.72290 -1.03059 -2.27235 -0.2 -0.2 -0.3
C 1.42331 -4.02533 -9.66070 0.0 0.1 0.0
O 0.72577 -2.80467 -9.51120 0.1 -0.1 0.0
C -0.19506 -2.79076 -8.42722 -0.2 0.2 -0.1
C 0.24663 -1.81635 -7.35747 0.2 -0.1 0.0
N 1.44349 -2.28922 -6.67722 0.0 0.1 -0.1
C 2.05638 -1.30373 -5.78249 0.0 -0.3 -0.1
C 2.62946 -0.03791 -6.40375 0.0 0.1 0.3
O 3.76170 -0.25332 -7.23148 -0.1 0.0 -0.1
C 3.47984 -0.56246 -8.58178 0.2 0.0 0.1
H 2.01186 -3.95441 -10.57364 0.0 0.0 0.0
H 2.10044 -4.21289 -8.82056 0.0 -0.1 0.0
H 0.73048 -4.86696 -9.75650 0.0 0.0 0.0
H -0.32419 -3.79312 -8.00989 0.1 0.0 0.0
H -1.16072 -2.46430 -8.82510 0.0 0.0 0.0
H -0.55753 -1.70513 -6.62349 0.0 0.0 0.0
H 0.39932 -0.84158 -7.84157 -0.1 0.0 0.0
H 2.12393 -2.56298 -7.37352 0.0 0.0 0.0
H 2.86875 -1.81237 -5.25751 0.0 0.0 0.0
H 1.32780 -1.01568 -5.02570 0.0 0.0 -0.1
H 2.97670 0.59112 -5.58123 0.0 0.0 0.0
H 1.87104 0.54569 -6.93995 0.0 -0.1 -0.1
H 2.55915 -0.08378 -8.92534 -0.1 0.0 0.0
H 3.40847 -1.64212 -8.74423 -0.1 0.0 -0.1
H 4.30936 -0.19254 -9.18550 0.0 0.0 0.0
C -3.65728 -1.99498 10.17239 0.1 0.0 -0.1
O -3.10737 -2.33840 8.91520 -0.1 0.1 0.1
C -3.99755 -3.05273 8.06647 0.2 -0.2 -0.1
C -4.35669 -2.22712 6.85114 0.0 0.2 0.1
N -5.19213 -1.09081 7.21825 0.1 0.0 -0.1
C -5.39987 -0.12328 6.14546 -0.1 0.0 0.2
C -4.18711 0.64375 5.62981 -0.2 0.1 -0.2
O -3.63101 1.54606 6.56886 0.0 -0.2 0.1
C -2.67414 0.98170 7.45013 0.0 0.3 0.1
H -2.86004 -1.55221 10.76644 0.0 0.0 0.0
H -4.46958 -1.26627 10.07672 -0.1 -0.1 0.0
H -4.03128 -2.88043 10.69479 0.0 0.0 0.0
H -4.89619 -3.35881 8.60847 0.0 0.1 0.0
H -3.47887 -3.95723 7.73618 0.0 0.0 0.0
H -4.90285 -2.85480 6.14126 0.0 0.0 0.0
H -3.41650 -1.91610 6.37490 0.0 -0.1 -0.1
H -4.76751 -0.61569 8.00337 0.0 0.0 0.1
H -6.12308 0.61055 6.50841 0.0 0.0 0.0
H -5.86934 -0.63876 5.30179 0.0 0.0 0.0
H -4.52887 1.25912 4.79256 0.0 0.0 0.0
H -3.41474 -0.02180 5.22605 0.0 -0.1 0.1
H -2.11748 0.16769 6.97941 0.0 -0.1 0.0
H -3.13789 0.62099 8.37176 0.0 -0.1 0.0
H -1.97198 1.77052 7.72223 0.0 0.0 0.0
```
Positions in Å, forces in eV/Å.

Summary:
E_tot (Ha): -7915.27244
LUMO energy (eV): 0.20
Gap between HOMO and LUMO (eV): 8.47
Multiplicity: 1
Maximum force (eV/A): 1.86

Here are the Löwdin charges for atoms 1 to 5, given in e: atom 1 (C): 0.014, atom 2 (C): -0.515, atom 3 (O): 0.109, atom 4 (O): -0.042, atom 5 (C): -0.178

=====

(2)
A molecular structure, C25H51Br3F8O16P3Pt in a non-equilibrium geometry, computed with ωB97M-V with the def2-TZVPD basis set.

XYZ file:
```
107
Properties=species:S:1:pos:R:3:forces:R:3
Pt 4.72360 -1.72436 5.54580 0.0 0.1 -0.1
O -0.67089 1.35874 2.43074 0.4 -0.4 -1.1
C 0.46375 0.69014 2.31895 -1.3 -0.3 0.5
O 1.24652 0.78366 3.25653 1.7 -0.6 -0.1
O 0.66169 -0.14062 1.38972 0.4 0.0 -0.3
H -0.39319 1.69789 3.28483 -1.2 1.3 1.1
C -4.82188 -11.25431 2.19823 -0.6 1.2 -1.1
C -4.59832 -9.74019 2.40488 -1.0 -1.0 0.7
O -4.84211 -8.94495 1.24095 0.8 0.4 -0.3
P -4.17951 -7.47794 1.14565 -1.6 0.9 -0.9
O -2.81701 -7.39201 0.61513 -0.5 -0.1 0.3
O -5.30272 -6.67593 0.26282 1.9 -1.1 0.3
C -6.69367 -6.70404 0.59427 0.5 0.2 1.9
C -7.55431 -6.17696 -0.50418 -0.6 -0.3 -1.0
O -4.39359 -6.80842 2.59612 0.2 -0.8 -0.3
C -3.30915 -6.70070 3.53895 -0.3 -0.1 1.2
C -3.89559 -6.94365 4.98471 0.0 1.1 -1.5
H -4.02458 -11.60498 1.54292 0.1 -0.6 0.6
H -4.98321 -11.73003 3.16557 0.8 -0.2 -0.1
H -5.74149 -11.46460 1.65215 -0.2 0.3 -0.1
H -5.33916 -9.37193 3.11456 0.3 -0.1 0.5
H -3.58954 -9.66809 2.81144 0.1 0.6 -0.1
H -6.93382 -7.67957 1.01711 -0.3 -0.4 -0.8
H -6.76960 -6.08275 1.48664 -0.3 0.4 0.0
H -7.22486 -6.46899 -1.50131 0.4 -0.1 0.1
H -8.54883 -6.62041 -0.45514 -0.1 0.1 0.3
H -7.66589 -5.09275 -0.51540 0.2 -0.1 0.2
H -2.51889 -7.43464 3.38118 -0.2 -0.2 -0.4
H -2.85616 -5.72967 3.33896 0.0 0.1 0.5
H -3.14413 -6.85264 5.76898 0.2 -0.5 -0.2
H -4.63249 -6.18151 5.23813 -0.1 0.1 -0.2
H -4.43796 -7.88814 4.94111 0.4 -0.1 0.4
C -4.29444 0.39754 -4.37565 0.8 1.4 0.5
C -3.73265 -0.83313 -4.96809 -0.4 -1.0 0.3
O -2.85413 -0.60936 -6.06592 0.1 -0.3 -0.6
P -2.05668 -1.87012 -6.71477 -1.7 0.5 -0.5
O -1.01054 -2.37214 -5.80763 -0.8 -0.2 -1.0
O -1.62388 -1.21429 -8.13441 -0.9 -1.7 2.1
C -0.31181 -0.69638 -8.27448 0.3 0.6 -1.4
C 0.02342 -1.01340 -9.75614 0.8 -0.1 0.3
O -3.27706 -2.88632 -7.16718 2.9 0.7 1.7
C -4.32198 -2.45346 -8.01350 -0.1 -0.2 -0.6
C -4.09961 -3.04815 -9.38966 0.6 0.0 -0.1
H -4.79958 0.10225 -3.45601 -0.5 0.1 -0.2
H -3.49467 1.05957 -4.04372 0.1 0.2 0.0
H -4.90964 0.97328 -5.06712 -0.3 -0.2 0.2
H -3.22935 -1.39986 -4.18476 0.2 -0.1 -0.1
H -4.62838 -1.38319 -5.25657 0.3 -0.6 -0.5
H -0.43835 0.35006 -7.99697 0.5 0.4 -0.6
H 0.42940 -1.08180 -7.57435 -0.3 -0.5 0.0
H 0.91360 -0.52688 -10.15488 -0.2 0.7 0.2
H 0.33719 -2.04725 -9.90044 -0.4 -0.4 0.6
H -0.82754 -0.88385 -10.42486 0.0 0.4 0.2
H -5.21722 -2.86554 -7.54785 -0.2 0.3 -0.1
H -4.34132 -1.36432 -8.05249 -0.2 0.0 0.0
H -3.04470 -2.97920 -9.65519 0.1 0.4 0.1
H -4.25379 -4.12716 -9.39947 -0.6 0.1 -0.1
H -4.65214 -2.48818 -10.14412 -0.3 -0.4 -0.1
C 5.94669 7.13988 7.66057 1.0 -0.4 -0.2
C 6.52327 6.09681 6.65442 -2.3 0.8 0.2
O 7.88456 5.82853 6.84244 1.2 -1.5 1.8
P 8.43686 4.43646 7.45417 0.5 -2.2 0.0
O 7.63810 3.15839 7.24712 1.1 3.0 0.5
O 9.82870 4.36186 6.69367 -0.4 -0.1 0.8
C 10.83936 5.37260 6.83411 0.9 0.5 -1.6
C 10.98375 5.93068 5.40563 0.3 0.4 0.5
O 8.97167 4.66983 8.97927 -1.7 1.2 -1.8
C 9.18963 3.63190 9.90202 0.5 -0.4 1.4
C 10.66681 3.27917 9.95286 -0.5 -0.6 -0.6
H 5.81329 6.71346 8.65479 0.6 -0.1 0.1
H 6.68486 7.94184 7.66734 -0.3 0.3 0.4
H 4.94852 7.53989 7.48239 0.1 -0.1 -0.9
H 5.90823 5.20319 6.76049 0.3 -0.3 -0.4
H 6.49722 6.46495 5.62880 -0.5 0.0 0.1
H 10.72201 6.17301 7.56464 -1.1 -0.1 0.1
H 11.77089 4.92030 7.17442 -0.1 -0.6 -0.3
H 11.89277 6.52076 5.28907 0.2 -0.1 0.1
H 10.99034 5.11620 4.68129 0.1 0.0 0.1
H 10.17212 6.61707 5.16430 -0.2 -0.2 0.1
H 8.95971 4.02549 10.89213 -0.4 0.2 -0.1
H 8.53587 2.77377 9.74617 0.1 0.0 -0.4
H 11.24673 4.10808 10.35870 0.1 -0.1 -0.2
H 10.80579 2.37280 10.54218 0.1 0.1 0.3
H 10.96593 3.01271 8.93914 0.4 0.2 0.0
C -1.51333 6.58499 -7.40891 0.4 1.1 0.5
C -1.98726 5.90704 -8.70124 -0.8 -0.5 2.2
C -2.97280 4.69742 -8.32831 3.9 0.0 1.8
F -3.88686 4.98489 -7.40118 -1.1 1.2 0.2
F -3.49309 4.13073 -9.35465 -1.6 -0.6 -2.6
F -2.58780 6.83483 -9.43795 -0.6 0.6 -0.6
F -0.91400 5.47091 -9.37999 -0.1 -0.6 -0.2
O -0.85694 5.64545 -6.57852 1.0 -0.9 1.5
C -0.21911 6.09573 -5.39345 -1.9 -0.4 -1.8
C 0.32900 4.91595 -4.60870 -1.9 -1.8 1.3
F 1.18279 4.17953 -5.31619 1.1 0.5 -0.3
F 0.83855 5.28101 -3.39043 0.3 0.4 -1.0
F 0.78790 6.89228 -5.70410 0.2 1.2 0.2
F -1.19114 6.72251 -4.64230 1.3 0.0 -0.2
H -2.32880 7.07194 -6.87412 -0.4 -0.3 -0.1
H -0.82447 7.39427 -7.65104 0.1 0.0 -0.4
H -2.34856 3.96137 -7.82168 0.5 -0.1 -0.1
H -0.47520 4.21896 -4.37297 -0.5 0.3 0.0
C -3.03029 0.49735 8.26933 -1.3 0.2 0.1
Br -4.34250 0.12426 6.75475 1.2 0.4 1.2
Br -3.94324 0.15553 10.01760 0.7 0.3 -1.2
Br -2.32282 2.33722 8.19862 -0.4 -1.2 -0.1
H -2.22082 -0.22814 8.18856 -0.2 0.3 -0.1
```
Positions in Å, forces in eV/Å.

Summary:
E_tot (Ha): -11851.06940
LUMO energy (alpha / beta) (eV): -8.53 / -8.62
Net charge: +1
Gap between HOMO and LUMO (alpha / beta) (eV): 3.05 / 2.96
Multiplicity: 3
Maximum force (eV/A): 4.27

Here are the Löwdin charges for atoms 1 to 5, given in e: atom 1 (Pt): 0.995, atom 2 (O): 0.195, atom 3 (C): -0.749, atom 4 (O): 0.136, atom 5 (O): 0.295